(1)
C36H54BN9OPtS3Si2 | wB97M-V/def2-TZVPD

The geometry in ORCA input format:
```
! RIJCOSX wB97M-V def2-TZVPD def2/J DEFGRID3
* xyz 0 1
Pt 1.335 0.685 -0.043
C 0.933 -1.895 4.820
C -0.543 -1.658 4.499
C -1.374 -2.595 5.373
C -0.980 -0.221 4.793
N -0.816 -1.976 3.062
C -1.739 -2.922 2.638
C -1.779 -2.876 1.298
N -0.895 -1.908 0.878
B -0.809 -1.370 -0.579
N 0.044 -2.337 -1.422
C -0.391 -3.466 -2.085
C 0.670 -4.033 -2.675
N 1.779 -3.252 -2.391
C 1.376 -2.247 -1.571
S 2.467 -1.281 -0.625
C 3.115 -3.629 -2.968
C 2.905 -3.908 -4.461
C 3.603 -4.875 -2.231
C 4.164 -2.527 -2.861
N -2.111 -1.018 -1.269
C -2.435 -1.272 -2.596
C -3.568 -0.614 -2.873
N -3.966 0.069 -1.730
C -3.072 -0.192 -0.723
S -3.057 0.348 0.871
C -5.229 0.867 -1.766
C -5.145 1.811 -2.974
C -5.467 1.729 -0.531
C -6.392 -0.115 -1.919
C -0.312 -1.363 1.959
S 0.867 -0.086 2.089
H 1.093 -1.707 5.882
H 1.592 -1.238 4.259
H 1.204 -2.931 4.609
H -1.160 -2.354 6.413
H -1.112 -3.642 5.214
H -2.444 -2.458 5.215
H -0.842 -0.024 5.857
H -2.035 -0.092 4.546
H -0.406 0.514 4.234
H -2.291 -3.537 3.319
H -2.394 -3.420 0.603
H -0.142 -0.398 -0.408
H -1.423 -3.767 -2.090
H 0.723 -4.904 -3.297
H 2.240 -4.749 -4.648
H 3.869 -4.154 -4.908
H 2.498 -3.031 -4.960
H 2.917 -5.712 -2.365
H 3.700 -4.672 -1.163
H 4.579 -5.169 -2.617
H 3.804 -1.585 -3.275
H 5.023 -2.854 -3.448
H 4.497 -2.360 -1.841
H -1.782 -1.791 -3.274
H -4.098 -0.544 -3.803
H -4.269 2.453 -2.886
H -6.034 2.442 -2.994
H -5.096 1.285 -3.926
H -4.649 2.425 -0.358
H -5.598 1.135 0.368
H -6.379 2.299 -0.719
H -6.302 -0.710 -2.829
H -7.334 0.433 -1.962
H -6.425 -0.791 -1.063
C 3.851 2.894 -0.513
Si 3.422 1.564 0.713
C 4.755 0.258 0.709
C 3.204 2.153 2.478
C 2.164 3.007 2.856
C 2.012 3.410 4.174
C 2.898 2.965 5.145
C 3.934 2.113 4.792
C 4.081 1.710 3.472
H 4.754 3.415 -0.186
H 3.047 3.621 -0.622
H 4.037 2.444 -1.490
H 5.666 0.739 1.077
H 4.959 -0.106 -0.298
H 4.528 -0.591 1.355
H 1.444 3.321 2.116
H 1.194 4.066 4.444
H 2.779 3.277 6.175
H 4.628 1.759 5.545
H 4.892 1.035 3.227
N 1.476 1.311 -1.996
C 0.787 1.006 -2.892
C 0.046 0.642 -3.989
C -1.043 1.423 -4.450
N -1.938 2.043 -4.825
C 0.383 -0.612 -4.557
N 0.649 -1.638 -5.016
C -1.857 3.265 -1.271
Si -0.546 3.592 0.025
C 0.647 4.888 -0.627
C -1.368 4.265 1.567
O 0.207 2.213 0.434
H -2.587 4.077 -1.331
H -2.383 2.347 -1.000
H -1.430 3.141 -2.268
H 0.125 5.844 -0.737
H 1.039 4.616 -1.610
H 1.489 5.056 0.050
H -2.045 5.085 1.314
H -0.645 4.643 2.295
H -1.953 3.474 2.042
*
```

Computed properties:
- energy above the lowest of the compared OMol25 structures with the same formula, charge and spin (kcal per mole) = 14.4
- HOMO level (eV) = -7.088
- HOMO-LUMO gap (eV) = 7.02
- F_max (eV Å⁻¹) = 1.07
- E_LUMO (eV) = -0.070
- molecular weight (g/mol) = 987.15

---

(2)
C6H11N2 | wB97M-V/def2-TZVPD

The geometry in ORCA input format:
```
! RIJCOSX wB97M-V def2-TZVPD def2/J DEFGRID3
* xyz 1 1
C -0.130 -1.902 -0.540
C -0.463 -0.734 -1.322
C -0.030 -3.134 -1.015
C 0.770 1.919 1.135
C -0.304 0.567 -0.464
C -0.681 0.456 0.934
N 0.846 0.705 0.457
N -0.645 1.938 1.474
H 0.008 -1.706 0.558
H 1.596 0.001 0.474
H 0.284 -0.583 -2.096
H -1.406 -0.832 -1.808
H -0.069 -3.328 -2.132
H 0.348 -4.015 -0.421
H 1.424 1.949 1.987
H 1.039 2.737 0.564
H -0.519 1.404 -1.007
H -0.921 2.072 2.492
H -1.146 2.485 0.729
*
```

Computed properties:
- energy above the lowest of the compared OMol25 structures with the same formula, charge and spin (kcal per mole) = 143.9
- HOMO level (eV) = -12.883
- HOMO-LUMO gap (eV) = 9.55
- F_max (eV Å⁻¹) = 3.09
- E_LUMO (eV) = -3.331
- molecular weight (g/mol) = 111.17

---

(3)
C6H7N | wB97M-V/def2-TZVPD

The geometry in ORCA input format:
```
! RIJCOSX wB97M-V def2-TZVPD def2/J DEFGRID3
* xyz 0 1
N -1.680 -0.033 -2.888
C -1.028 -0.289 -1.967
C -0.199 -0.568 -0.797
C -0.795 -0.145 0.561
C 0.793 -0.555 1.756
C 0.625 0.573 0.892
C 1.019 0.370 -0.582
H 0.084 -1.623 -0.781
H -1.535 0.658 0.505
H -1.188 -0.945 1.196
H 0.440 -0.240 2.758
H 0.529 1.603 1.255
H 0.938 1.287 -1.173
H 1.997 -0.094 -0.736
*
```

Computed properties:
- energy above the lowest of the compared OMol25 structures with the same formula, charge and spin (kcal per mole) = 110.5
- HOMO level (eV) = -8.958
- HOMO-LUMO gap (eV) = 9.39
- F_max (eV Å⁻¹) = 1.12
- E_LUMO (eV) = 0.435
- molecular weight (g/mol) = 93.13

---

(4)
BrCr | wB97M-V/def2-TZVPD

The geometry in ORCA input format:
```
! RIJCOSX wB97M-V def2-TZVPD def2/J DEFGRID3
* xyz 2 6
Cr -0.373 1.145 0.136
Br 0.373 -1.145 -0.136
*
```

Computed properties:
- HOMO level (alpha / beta) (eV) = -23.471 / -23.321
- HOMO-LUMO gap (alpha / beta) (eV) = 8.29 / 7.38
- <S²> = 8.7700
- F_max (eV Å⁻¹) = 1.01
- E_LUMO (alpha / beta) (eV) = -15.176 / -15.941
- molecular weight (g/mol) = 131.90

---

(5)
C34H50GaP2 | wB97M-V/def2-TZVPD

The geometry in ORCA input format:
```
! RIJCOSX wB97M-V def2-TZVPD def2/J DEFGRID3
* xyz 1 1
Ga 0.701 1.968 -3.851
C -0.094 -3.841 2.390
C 1.243 -3.941 1.925
C 1.202 -2.397 3.630
C -0.123 -2.887 3.445
C 2.048 -3.058 2.691
C -1.252 -4.603 1.880
H -0.923 -5.523 1.381
H -1.838 -4.023 1.152
H -1.930 -4.878 2.698
C -1.315 -2.503 4.221
H -2.060 -3.312 4.223
H -1.799 -1.602 3.812
H -1.042 -2.282 5.262
C 1.640 -1.398 4.622
H 1.040 -1.476 5.540
H 1.534 -0.369 4.239
H 2.697 -1.547 4.882
C 3.512 -2.919 2.583
H 4.039 -3.677 3.187
H 3.846 -1.935 2.936
H 3.850 -3.044 1.544
C 1.734 -4.861 0.878
H 2.103 -5.808 1.304
H 2.566 -4.416 0.317
H 0.935 -5.114 0.170
C -1.178 1.861 -4.223
C -0.976 0.770 -3.342
C -0.506 -0.616 -3.702
C 1.034 -0.771 -3.996
C 1.679 0.472 -4.562
C 1.146 1.263 -5.632
C -0.168 0.956 -6.381
C -1.405 1.621 -5.714
H -1.059 -1.127 -4.504
H 1.198 -1.645 -4.639
H -0.705 -1.194 -2.788
H -2.302 0.993 -5.845
H -1.601 2.784 -3.827
H -1.469 0.810 -2.347
H -1.622 2.583 -6.213
H -0.069 1.328 -7.416
H 1.901 1.737 -6.268
H -0.360 -0.128 -6.462
H 1.604 -0.976 -3.067
H 2.762 0.531 -4.408
P -2.573 -0.117 -0.694
P 2.302 2.463 0.867
C 1.131 2.734 -1.920
C 2.368 2.407 -1.088
H 0.224 2.349 -1.428
H 0.996 3.824 -2.006
H 2.702 1.390 -1.332
H 3.166 3.114 -1.352
C 3.885 3.337 1.198
H 4.684 2.627 1.429
H 3.696 3.989 2.062
H 4.135 3.953 0.330
C 2.792 0.720 1.226
H 3.315 0.258 0.374
H 1.889 0.131 1.452
H 3.441 0.702 2.114
C -4.341 -0.583 -0.709
H -4.481 -1.667 -0.583
H -4.732 -0.299 -1.700
H -4.884 -0.037 0.074
C -1.655 -1.551 -0.019
H -1.593 -1.552 1.077
H -0.621 -1.550 -0.401
H -2.112 -2.504 -0.353
C -1.395 2.228 4.083
C -1.013 1.025 3.445
C -1.238 0.877 2.076
C -2.032 1.796 1.359
C -2.503 1.541 0.014
C -2.808 2.670 -0.784
C -2.817 3.975 -0.244
C -2.602 4.169 1.119
C -2.228 3.094 1.958
C -1.946 3.258 3.337
H -1.218 2.339 5.149
H -0.538 0.223 4.011
H -0.723 0.085 1.535
H -3.036 2.561 -1.847
H -3.018 4.822 -0.902
H -2.652 5.170 1.552
H -2.183 4.229 3.798
*
```

Computed properties:
- HOMO level (alpha / beta) (eV) = -9.012 / -8.913
- HOMO-LUMO gap (alpha / beta) (eV) = 3.97 / 5.17
- F_max (eV Å⁻¹) = 6.89
- E_LUMO (alpha / beta) (eV) = -5.045 / -3.745
- molecular weight (g/mol) = 590.45

---

(6)
C9H10N2OS3 | wB97M-V/def2-TZVPD

The geometry in ORCA input format:
```
! RIJCOSX wB97M-V def2-TZVPD def2/J DEFGRID3
* xyz 0 1
C -3.651 0.833 0.173
C -2.270 0.327 0.337
C -1.078 0.888 0.752
C 0.145 0.043 0.836
C 1.402 0.722 0.374
C 2.573 0.588 1.049
S 3.783 1.519 0.257
C 2.615 1.988 -0.888
N 1.407 1.595 -0.692
C -0.179 -1.086 -0.176
N 0.223 -0.847 -1.456
C 0.617 -2.392 0.458
O 0.318 -2.751 1.563
S 1.828 -3.146 -0.496
S -1.940 -1.410 -0.152
H -3.680 1.227 -0.892
H -4.029 1.565 0.807
H -4.310 -0.025 0.178
H -1.104 1.944 1.187
H 0.162 -0.433 1.798
H 2.636 -0.074 1.786
H 3.038 2.659 -1.652
H -0.294 -1.515 -1.971
H 0.210 0.137 -1.717
H 1.578 -2.354 -1.464
*
```

Computed properties:
- HOMO level (eV) = -8.084
- SMILES = CC1=C[C@H](c2cscn2)[C@@](N)(C(=O)S)S1
- HOMO-LUMO gap (eV) = 8.62
- F_max (eV Å⁻¹) = 4.17
- E_LUMO (eV) = 0.536
- molecular weight (g/mol) = 258.39

---

(7)
C3H7INO | wB97M-V/def2-TZVPD

The geometry in ORCA input format:
```
! RIJCOSX wB97M-V def2-TZVPD def2/J DEFGRID3
* xyz 1 1
C -0.444 -2.493 -0.970
C 1.019 0.517 -0.694
C 0.415 -0.328 0.348
N -0.675 0.111 0.933
O -1.455 -3.110 -1.502
I 1.127 -3.958 -0.907
H 1.252 1.468 -0.260
H 0.328 0.739 -1.482
H 1.932 -0.012 -1.079
H 1.116 -0.745 0.951
H -1.093 -0.302 1.770
H -2.202 -2.629 -1.485
H -1.300 0.591 0.343
*
```

Computed properties:
- energy above the lowest of the compared OMol25 structures with the same formula, charge and spin (kcal per mole) = 65.8
- HOMO level (eV) = -13.092
- HOMO-LUMO gap (eV) = 8.18
- F_max (eV Å⁻¹) = 5.44
- E_LUMO (eV) = -4.914
- molecular weight (g/mol) = 200.00

---

(8)
C30H89F3N16O15S | wB97M-V/def2-TZVPD

The geometry in ORCA input format:
```
! RIJCOSX wB97M-V def2-TZVPD def2/J DEFGRID3
* xyz 0 1
O 0.797 -4.178 3.855
H 1.654 -4.040 3.447
H 0.341 -3.335 3.917
H 0.249 -4.778 3.344
C -0.343 -1.620 -1.310
F 0.982 -1.475 -1.274
F -0.876 -1.257 -2.422
F -0.517 -2.966 -1.273
S -1.271 -0.783 0.145
O -0.729 -1.256 1.455
O -1.023 0.710 0.037
O -2.704 -1.163 -0.016
C 0.158 0.921 6.531
O 0.127 -0.316 6.666
N 0.106 1.779 7.483
N 0.149 1.476 5.372
H -0.064 2.773 7.437
H 0.062 1.489 8.450
H -0.313 2.371 5.442
H 0.033 0.901 4.550
C -3.266 -0.304 -7.134
O -4.147 -0.858 -6.552
N -2.018 -0.639 -7.169
N -3.443 0.823 -7.681
H -1.328 0.039 -7.459
H -1.790 -1.537 -6.767
H -2.678 1.354 -8.072
H -4.383 1.162 -7.829
C -7.745 -1.263 -2.609
O -8.274 -1.313 -1.489
N -8.437 -1.402 -3.657
N -6.533 -1.337 -2.877
H -7.948 -1.448 -4.540
H -9.403 -1.686 -3.581
H -6.120 -1.376 -3.798
H -5.955 -1.184 -2.063
C -5.585 -1.163 4.347
O -6.291 -1.219 5.339
N -4.303 -0.902 4.391
N -5.931 -1.374 3.088
H -3.741 -1.204 3.608
H -3.818 -0.776 5.268
H -6.910 -1.548 2.910
H -5.152 -1.426 2.448
C -4.001 4.408 -2.249
O -4.778 5.168 -2.843
N -3.247 4.759 -1.226
N -3.978 3.146 -2.408
H -3.042 5.748 -1.190
H -2.683 4.110 -0.696
H -3.599 2.476 -1.754
H -4.640 2.848 -3.109
C -4.528 4.414 3.419
C -4.292 5.403 4.551
C -5.460 6.441 4.621
O -5.167 7.442 3.592
C -6.336 8.348 3.528
N -4.332 4.671 5.826
H -5.013 4.887 2.566
H -5.291 3.734 3.800
H -3.580 3.926 3.189
H -3.257 5.743 4.513
H -5.425 6.882 5.618
H -6.367 5.862 4.444
H -6.291 9.144 2.785
H -6.520 8.815 4.495
H -7.264 7.823 3.302
H -5.090 4.009 5.740
H -4.512 5.151 6.696
C 3.406 -2.103 -6.754
C 3.998 -2.963 -7.942
C 4.983 -4.144 -7.523
O 6.145 -3.785 -6.571
C 7.049 -4.885 -6.479
N 2.797 -3.262 -8.692
H 4.260 -2.159 -6.077
H 2.674 -2.493 -6.047
H 3.515 -1.037 -6.952
H 4.677 -2.250 -8.409
H 5.335 -4.512 -8.487
H 4.339 -4.888 -7.056
H 8.011 -4.472 -6.174
H 7.342 -5.299 -7.444
H 6.785 -5.638 -5.736
H 2.267 -2.438 -8.938
H 2.201 -3.742 -8.032
C 0.761 3.731 -4.374
C 1.233 5.002 -5.071
C 1.862 6.118 -4.211
O 3.038 5.771 -3.588
C 3.532 6.791 -2.691
N 2.333 4.661 -6.012
H 1.595 3.266 -3.849
H 0.302 2.927 -4.949
H 0.046 4.039 -3.610
H 0.403 5.373 -5.672
H 1.146 6.186 -3.392
H 1.804 7.116 -4.645
H 3.002 6.832 -1.739
H 3.586 7.734 -3.235
H 4.562 6.632 -2.374
H 2.782 5.473 -6.413
H 2.995 4.329 -5.325
C 4.394 2.123 2.417
C 5.718 2.456 3.221
C 5.329 2.918 4.710
O 6.557 3.510 5.131
C 6.395 3.693 6.543
N 6.477 1.262 3.258
H 3.882 2.991 2.001
H 3.701 1.694 3.141
H 4.428 1.314 1.687
H 6.361 3.121 2.644
H 4.863 2.126 5.297
H 4.555 3.656 4.501
H 6.287 2.771 7.114
H 5.582 4.337 6.878
H 7.374 4.031 6.885
H 7.359 1.652 3.557
H 6.628 0.844 2.351
C -4.084 -5.659 1.824
C -2.825 -5.482 2.726
C -3.289 -5.913 4.121
O -2.236 -5.659 5.151
C -2.578 -6.078 6.434
N -1.723 -6.262 2.252
H -4.238 -6.736 1.761
H -3.914 -5.469 0.764
H -4.951 -5.240 2.334
H -2.455 -4.457 2.745
H -3.530 -6.967 3.980
H -4.176 -5.346 4.402
H -3.605 -5.882 6.740
H -2.027 -5.463 7.146
H -2.287 -7.092 6.707
H -1.486 -6.076 1.288
H -2.107 -7.181 2.084
C 4.070 -6.149 -0.293
C 4.690 -4.846 0.030
C 5.255 -4.229 -1.354
O 5.943 -2.928 -1.102
C 7.134 -3.122 -0.354
N 3.760 -3.988 0.626
H 3.354 -6.428 0.480
H 4.781 -6.974 -0.246
H 3.625 -6.054 -1.284
H 5.383 -5.100 0.831
H 4.361 -4.208 -1.978
H 5.981 -4.883 -1.837
H 7.729 -2.235 -0.137
H 7.716 -3.745 -1.033
H 6.952 -3.674 0.568
H 4.196 -3.078 0.603
H 3.001 -3.841 -0.024
*
```

Computed properties:
- energy above the lowest of the compared OMol25 structures with the same formula, charge and spin (kcal per mole) = 23.5
- HOMO level (eV) = -8.862
- HOMO-LUMO gap (eV) = 7.54
- F_max (eV Å⁻¹) = 8.78
- E_LUMO (eV) = -1.318
- molecular weight (g/mol) = 1003.20

---

Q: F_max of number 6 (C9H10N2OS3)?
A: 4.17 eV Å⁻¹